1.
C16H28F13N2O7P2S | wB97M-V/def2-TZVPD

Computed properties:
Frontier orbital gap = 4.99 eV
DFT total energy = -99094.4327 eV
Net charge = -1

Last column: Löwdin charge in e.
Positions of all 69 atoms, in Å:
N -4.74063 0.52014 3.12251  -0.38
P -3.18809 0.86388 2.80596  0.56
P -2.51834 0.02555 0.84795  0.39
C -2.95015 1.68383 -0.07366  -0.23
C -4.36300 2.29626 0.33017  -0.51
O -5.46764 1.81445 0.05038  0.03
O -4.35785 3.54442 1.04553  -0.01
O -0.85879 0.37234 1.14701  -0.36
C 0.13985 -0.23857 0.24251  -0.30
C 0.48076 1.03661 -0.67965  -0.07
C 1.58772 0.77009 -1.79828  -0.17
F 2.53701 1.85417 -1.85486  -0.11
C 1.21559 -0.74832 1.30668  -0.10
C 2.61559 0.00660 1.30702  -0.18
C 2.58569 1.44513 2.06213  -0.16
C 3.96055 2.16115 1.67749  -0.09
C 4.62719 3.01843 2.83380  -0.32
F 4.59833 2.16864 3.99581  0.04
F 6.02607 3.21241 2.61375  0.05
C 3.86055 4.33715 3.27285  -0.32
F 2.62059 4.00711 3.88183  0.07
F 4.61914 4.93290 4.31534  0.07
S 3.50710 5.61365 1.96611  0.98
F 2.28657 4.74205 1.26997  -0.15
F 2.43019 6.35652 3.03201  -0.18
F 4.69326 6.60722 2.64612  -0.19
F 4.66461 5.07928 0.91591  -0.16
F 3.16636 6.83311 0.89381  -0.16
C -0.77899 -1.35425 -0.52933  -0.35
N -0.51186 -1.55122 -1.99264  0.09
C -0.76199 -2.85911 0.00708  -0.35
F -0.86274 -3.01261 1.39190  0.09
F -1.80010 -3.66477 -0.53934  0.07
F 0.46559 -3.44676 -0.43378  0.04
O -2.17475 -0.91651 -0.57707  -0.28
H -5.13900 0.00199 2.32837  -0.07
H -2.38576 0.22414 3.82170  -0.04
H -2.92294 2.27338 2.85111  -0.05
H -3.90818 -0.29438 0.52506  0.01
H -2.59492 -1.22227 1.59081  0.00
H -2.10334 2.44495 -0.02363  0.07
H -3.05642 1.37871 -1.17938  0.10
H -3.40028 3.69905 1.22576  0.07
H 0.72473 1.97282 -0.09140  0.12
H -0.49535 1.26965 -1.24420  0.11
H 1.11978 0.68519 -2.83875  0.11
H 2.09837 -0.22945 -1.60338  0.12
H 0.77283 -0.62087 2.35964  0.14
H 1.44990 -1.87260 1.23274  0.12
H 3.13661 0.07555 0.29592  0.10
H 3.32153 -0.62974 1.96065  0.12
H 1.67817 2.06761 1.78941  0.10
H 2.47902 1.18730 3.16995  0.12
H 3.77942 2.74352 0.70779  0.12
H 4.71826 1.34707 1.39929  0.14
H -0.59801 -0.64820 -2.49155  0.07
H -1.26090 -2.12495 -2.41647  0.09
C -0.66874 -5.72038 -2.64141  -0.04
O -1.06626 -5.24215 -3.92753  0.00
C -2.06454 -5.93805 -4.48896  -0.60
O -2.62210 -6.89262 -4.00823  0.12
O -2.33600 -5.38565 -5.68330  0.00
C -3.38727 -6.02998 -6.39831  -0.05
H 0.14123 -5.08454 -2.28502  0.08
H -1.49590 -5.65397 -1.93347  0.09
H -0.29897 -6.74602 -2.70907  0.10
H -4.32330 -5.97644 -5.83867  0.10
H -3.12618 -7.06788 -6.61548  0.10
H -3.51889 -5.50175 -7.34297  0.09

Forces on atoms 1 to 6 (eV/Å):
1.2 0.2 -0.4
-1.8 -1.0 0.4
-3.1 -1.2 0.3
0.0 1.2 -1.5
-1.9 -0.3 -0.3
3.4 1.3 0.6


2.
C16H28FN4O6S | wB97M-V/def2-TZVPD

Computed properties:
Frontier orbital gap = 6.07 eV
DFT total energy = -48836.6502 eV
Net charge = +1

Last column: Löwdin charge in e.
Positions of all 56 atoms, in Å:
C 3.27369 -0.81054 -1.48971  -0.10
C 2.44456 -1.12426 -0.19557  -0.23
C 1.63205 -2.47235 -0.31666  -0.18
C 0.21009 -2.08893 -0.77258  -0.18
N -0.74552 -3.26464 -0.81435  0.08
C -2.00330 -2.79652 -0.46713  -0.24
C -2.56320 -1.76169 -1.26454  0.09
C -3.80316 -1.24098 -0.92800  -0.08
C -4.35868 -0.11151 -1.77408  -0.38
O -5.43891 -0.11142 -2.26094  0.25
O -3.50435 1.02221 -2.02649  -0.08
S -2.99095 1.66332 -0.65146  0.62
O -1.68672 1.20364 -0.33376  -0.21
O -3.92091 1.44957 0.40201  -0.20
F -2.86156 3.20165 -0.90375  -0.07
C -4.48813 -1.77063 0.21784  0.04
C -3.88374 -2.75454 0.93167  -0.01
N -2.66408 -3.26708 0.60102  0.18
H 3.59650 -1.78192 -1.90086  0.07
H 4.11908 -0.14844 -1.27124  0.06
H 2.60954 -0.29899 -2.20472  0.07
H 3.03323 -1.07935 0.73230  0.11
H 1.68699 -0.31443 -0.12008  0.09
H 1.64434 -2.91232 0.69800  0.11
H 2.13932 -3.13317 -1.04269  0.11
H 0.29534 -1.61186 -1.76311  0.13
H -0.18981 -1.37653 -0.02696  0.12
H -0.45781 -3.99940 -0.17104  0.13
H -2.01111 -1.35781 -2.11590  0.15
H -5.45905 -1.36092 0.50589  0.15
H -4.36163 -3.15795 1.82673  0.15
H -2.21307 -3.99356 1.14836  0.19
C 5.82756 1.04792 -3.56883  -0.35
O 5.57368 -0.12151 -3.34466  0.00
N 7.03349 1.62310 -3.40068  -0.20
C 7.26737 3.02565 -3.68784  -0.06
C 8.13600 0.80967 -2.91544  -0.04
H 5.06187 1.75024 -3.94018  0.13
H 8.03668 3.11503 -4.45722  0.09
H 7.60520 3.53055 -2.78058  0.09
H 6.35503 3.50298 -4.04118  0.08
H 8.30875 -0.01675 -3.60608  0.09
H 7.87988 0.39587 -1.93903  0.09
H 9.03859 1.41049 -2.83193  0.09
C -3.24608 0.94929 4.49864  -0.36
O -2.91057 -0.06016 5.08999  0.00
N -4.31028 1.71521 4.81008  -0.20
C -4.64692 2.90302 4.04928  -0.05
C -5.14386 1.33703 5.93940  -0.04
H -2.68485 1.32684 3.62624  0.13
H -4.63039 3.77602 4.70446  0.09
H -5.64795 2.78684 3.62837  0.09
H -3.93469 3.05228 3.23944  0.08
H -4.53814 1.31375 6.84603  0.10
H -5.55237 0.33934 5.77164  0.09
H -5.95705 2.04864 6.06186  0.09

Forces on atoms 1 to 6 (eV/Å):
-0.7 -0.5 0.9
-0.6 0.4 -0.8
0.4 0.9 0.3
0.9 -0.2 0.3
-0.9 0.7 1.1
1.0 -0.2 -1.4


3.
C16H28N2OP | wB97M-V/def2-TZVPD

Computed properties:
Frontier orbital gap = 7.94 eV
Energy above the lowest of the compared OMol25 structures with the same formula, charge and spin = 0.00 kJ/mol
DFT total energy = -31353.2339 eV
Net charge = +1

Last column: Löwdin charge in e.
Positions of all 48 atoms, in Å:
C -0.94583 3.54446 3.00987  -0.11
O -0.25768 2.95056 1.88450  -0.22
C -0.45820 1.54117 1.88926  -0.27
C 0.85346 0.73511 1.50303  -0.16
C 0.47308 -0.78811 1.62496  -0.21
C 1.50164 -1.76692 0.95439  -0.19
C 1.28429 -2.01354 -0.58765  -0.19
C 0.26612 -3.15729 -0.94859  -0.20
C -1.12311 -3.08194 -0.21394  -0.24
C -2.08792 -1.94256 -0.71345  -0.32
P -2.56476 -2.08311 -2.50848  1.10
C -1.31678 -1.34308 -3.62886  -0.36
C -0.44308 -0.22770 -3.26655  -0.07
C 0.57420 0.34340 -4.12157  -0.09
N 0.78907 -0.14649 -5.36643  0.08
C -0.02997 -1.15018 -5.74279  -0.13
C -1.08443 -1.81908 -5.01396  -0.04
H -0.82261 4.65548 2.99357  0.10
H -2.04122 3.30419 3.01573  0.10
H -0.42901 3.17728 3.93599  0.09
H -1.30966 1.23448 1.20920  0.12
H -0.75811 1.23243 2.93158  0.12
H 1.12754 1.04831 0.46055  0.11
H 1.63689 1.04622 2.24596  0.12
H -0.57481 -0.89491 1.25452  0.07
H 0.45636 -1.03492 2.72358  0.13
H 2.54290 -1.36316 1.09082  0.12
H 1.49202 -2.76866 1.45998  0.12
H 1.02607 -1.05775 -1.10674  0.08
H 2.28013 -2.34347 -0.99854  0.12
H 0.06686 -3.07508 -2.05600  0.09
H 0.69874 -4.18032 -0.79473  0.12
H -0.94770 -2.97439 0.88692  0.11
H -1.65872 -4.06636 -0.33332  0.12
H -1.73221 -0.90158 -0.51733  0.07
H -3.05027 -2.06356 -0.13612  0.11
H -3.89628 -1.63988 -2.76822  0.04
H -2.57456 -3.48532 -2.79557  0.06
H -0.56821 0.21781 -2.24901  0.10
H 1.21356 1.17705 -3.75052  0.13
H 0.14243 -1.53876 -6.77845  0.12
H -1.69064 -2.64317 -5.45831  0.11
C 2.66694 4.81369 4.10855  -0.06
C 1.65154 5.04245 5.16158  -0.28
N 0.86107 5.21771 5.97483  0.13
H 2.95576 5.76391 3.66075  0.08
H 3.54824 4.34102 4.54092  0.08
H 2.25689 4.16457 3.33408  0.06

Forces on atoms 1 to 6 (eV/Å):
0.5 0.3 0.3
-0.6 -0.3 0.4
0.4 -0.6 0.4
-1.4 0.5 0.3
0.9 0.3 0.6
-0.1 -0.1 -0.5